Entry 1:
ORCA calculation (wB97M-V/def2-TZVPD) on C6H17AlBCl2NO7P as an isolated structure at a distorted geometry.

```
36
Properties=species:S:1:pos:R:3:nbo_charge:R:1
C -4.06 0.71 -0.68 -0.60
C -2.65 0.45 -0.20 -0.40
C -2.04 1.65 0.55 -0.39
C -1.43 1.29 1.89 -0.97
Al 0.27 0.18 1.86 1.08
O 1.72 1.21 2.42 -0.69
N 1.71 2.38 1.79 0.34
O 2.31 3.23 2.36 -0.38
B 0.79 -0.74 0.03 0.61
O 0.01 -1.58 -0.75 -0.93
O 2.09 -0.52 -0.49 -0.97
P 0.06 -1.53 3.51 1.80
O 1.13 -2.53 3.47 -1.15
O -0.06 -0.88 5.01 -1.00
O -1.37 -2.29 3.26 -1.03
H -4.49 -0.22 -1.05 0.20
H -4.05 1.41 -1.51 0.19
H -4.71 1.06 0.11 0.19
H -2.05 0.25 -1.07 0.20
H -2.61 -0.40 0.46 0.21
H -2.84 2.36 0.72 0.17
H -1.32 2.18 -0.06 0.19
H -1.18 2.22 2.40 0.21
H -2.15 0.79 2.53 0.20
H 0.20 -1.38 -1.68 0.48
H 2.50 -1.41 -0.48 0.48
H -0.88 -0.36 5.03 0.48
H -1.17 -3.24 3.24 0.50
Cl 1.62 -1.51 -4.94 -0.08
C 2.79 -0.98 -3.70 -0.40
C 3.78 0.02 -4.24 -0.38
Cl 4.90 -0.71 -5.43 -0.08
H 3.29 -1.86 -3.31 0.22
H 2.22 -0.52 -2.89 0.25
H 4.39 0.40 -3.43 0.23
H 3.28 0.85 -4.73 0.22
```

**Kohn-Sham gap**: 7.90 eV
**Energy**: -2349.50663 hartree
**HOMO energy**: -5.4 eV
**Net charge**: -1


Entry 2:
ORCA calculation (wB97M-V/def2-TZVPD) on a 2-piece molecular cluster, C22H24N4O3 overall at a distorted geometry.

```
53
Properties=species:S:1:pos:R:3:nbo_charge:R:1
C -0.75 -4.14 2.01 -0.41
N -0.58 -2.69 1.86 -0.61
C -0.78 -2.03 0.71 0.66
O -1.10 -2.61 -0.32 -0.62
C -0.53 -0.51 0.68 -0.12
C 0.84 -0.10 1.23 -0.42
C 1.95 -0.92 0.64 -0.12
C 2.64 -1.89 1.28 -0.01
N 3.51 -2.50 0.39 -0.53
C 3.43 -1.94 -0.86 0.12
C 4.08 -2.20 -2.07 -0.23
C 3.77 -1.42 -3.20 -0.21
C 2.82 -0.40 -3.10 -0.24
C 2.16 -0.15 -1.88 -0.20
C 2.45 -0.91 -0.73 -0.02
N -1.61 0.38 1.15 -0.61
C -2.25 0.49 2.31 0.68
C -1.99 -0.45 3.47 -0.71
O -3.07 1.38 2.46 -0.64
H -0.21 -4.66 1.22 0.22
H -1.81 -4.39 1.93 0.21
H -0.38 -4.47 2.98 0.20
H -0.31 -2.16 2.67 0.39
H -0.47 -0.31 -0.39 0.24
H 0.86 -0.20 2.31 0.20
H 1.02 0.95 0.99 0.23
H 2.49 -2.18 2.31 0.21
H 4.12 -3.26 0.65 0.41
H 4.82 -2.99 -2.14 0.21
H 4.27 -1.61 -4.14 0.22
H 2.58 0.20 -3.98 0.21
H 1.42 0.63 -1.82 0.20
H -1.92 1.07 0.48 0.42
H -2.51 -0.06 4.35 0.25
H -2.40 -1.43 3.24 0.24
H -0.93 -0.49 3.69 0.20
C -4.04 1.68 -2.36 -0.26
O -3.69 2.63 -1.35 -0.51
C -2.36 2.90 -1.16 0.39
C -1.35 2.68 -2.12 -0.32
C -0.01 2.96 -1.81 -0.14
C 0.35 3.44 -0.55 -0.23
C 1.72 3.66 -0.22 0.28
N 2.84 3.82 0.06 -0.31
C -0.66 3.68 0.40 -0.14
C -1.99 3.42 0.09 -0.28
H -5.10 1.41 -2.26 0.21
H -3.44 0.77 -2.28 0.19
H -3.90 2.11 -3.36 0.18
H -1.59 2.31 -3.10 0.23
H 0.76 2.80 -2.57 0.23
H -0.40 4.07 1.38 0.24
H -2.77 3.59 0.83 0.26
```

**Structure (SMILES)**: CNC(=O)[C@H](Cc1c[nH]c2ccccc12)NC(C)=O.COc1ccc(C#N)cc1
**Kohn-Sham gap**: 8.51 eV
**Energy**: -1297.49633 hartree
**HOMO energy**: -8.0 eV
**Energy relative to the best compared isomer or geometry (same formula, charge and spin)**: 45.5 kcal per mole


> Which of these has the lowest energy?

C6H17AlBCl2NO7P


What did the second record say?
ORCA calculation (wB97M-V/def2-TZVPD) on a 2-piece molecular cluster, C22H24N4O3 overall at a distorted geometry.

```
53
Properties=species:S:1:pos:R:3:nbo_charge:R:1
C -0.75 -4.14 2.01 -0.41
N -0.58 -2.69 1.86 -0.61
C -0.78 -2.03 0.71 0.66
O -1.10 -2.61 -0.32 -0.62
C -0.53 -0.51 0.68 -0.12
C 0.84 -0.10 1.23 -0.42
C 1.95 -0.92 0.64 -0.12
C 2.64 -1.89 1.28 -0.01
N 3.51 -2.50 0.39 -0.53
C 3.43 -1.94 -0.86 0.12
C 4.08 -2.20 -2.07 -0.23
C 3.77 -1.42 -3.20 -0.21
C 2.82 -0.40 -3.10 -0.24
C 2.16 -0.15 -1.88 -0.20
C 2.45 -0.91 -0.73 -0.02
N -1.61 0.38 1.15 -0.61
C -2.25 0.49 2.31 0.68
C -1.99 -0.45 3.47 -0.71
O -3.07 1.38 2.46 -0.64
H -0.21 -4.66 1.22 0.22
H -1.81 -4.39 1.93 0.21
H -0.38 -4.47 2.98 0.20
H -0.31 -2.16 2.67 0.39
H -0.47 -0.31 -0.39 0.24
H 0.86 -0.20 2.31 0.20
H 1.02 0.95 0.99 0.23
H 2.49 -2.18 2.31 0.21
H 4.12 -3.26 0.65 0.41
H 4.82 -2.99 -2.14 0.21
H 4.27 -1.61 -4.14 0.22
H 2.58 0.20 -3.98 0.21
H 1.42 0.63 -1.82 0.20
H -1.92 1.07 0.48 0.42
H -2.51 -0.06 4.35 0.25
H -2.40 -1.43 3.24 0.24
H -0.93 -0.49 3.69 0.20
C -4.04 1.68 -2.36 -0.26
O -3.69 2.63 -1.35 -0.51
C -2.36 2.90 -1.16 0.39
C -1.35 2.68 -2.12 -0.32
C -0.01 2.96 -1.81 -0.14
C 0.35 3.44 -0.55 -0.23
C 1.72 3.66 -0.22 0.28
N 2.84 3.82 0.06 -0.31
C -0.66 3.68 0.40 -0.14
C -1.99 3.42 0.09 -0.28
H -5.10 1.41 -2.26 0.21
H -3.44 0.77 -2.28 0.19
H -3.90 2.11 -3.36 0.18
H -1.59 2.31 -3.10 0.23
H 0.76 2.80 -2.57 0.23
H -0.40 4.07 1.38 0.24
H -2.77 3.59 0.83 0.26
```

**Structure (SMILES)**: CNC(=O)[C@H](Cc1c[nH]c2ccccc12)NC(C)=O.COc1ccc(C#N)cc1
**Kohn-Sham gap**: 8.51 eV
**Energy**: -1297.49633 hartree
**HOMO energy**: -8.0 eV
**Energy relative to the best compared isomer or geometry (same formula, charge and spin)**: 45.5 kcal per mole


> Look up the HOMO energy of the first one.

-5.4 eV